Computed, not measured: 2 unconnected molecules or ions with the total composition C15H29N3O5PS2, with wB97M-V/def2-TZVPD.

XYZ file:
```
55
Properties=species:S:1:pos:R:3:nbo_charge:R:1
C 2.78593 3.23015 0.49231 -0.68
C 2.63479 1.70402 1.07370 -0.09
O 1.51004 1.54551 2.05276 -0.55
C 0.38291 1.10816 1.18434 -0.13
C -1.08793 1.17921 1.92061 0.08
O -1.85642 -0.05674 1.56823 -0.56
C -3.14967 0.13546 0.83154 0.79
O -4.16077 -0.73264 0.75181 -0.48
C -2.96335 1.63595 0.11687 -0.63
P -1.93125 1.11924 -1.45271 0.79
S -0.90369 2.58307 -2.21803 -0.55
S -4.54512 2.44003 -0.53762 1.90
C -4.32039 3.33910 -2.17639 -0.84
O -5.16840 3.47636 0.46663 -0.88
O -5.69644 1.38979 -0.78915 -0.85
C -2.16698 2.33312 1.37142 -0.25
C -1.50953 3.82571 1.20909 -0.24
N -2.47844 4.91562 0.80727 -0.84
H 1.94687 3.97838 0.84932 0.24
H 3.85561 3.62739 0.78706 0.23
H 2.75464 3.27155 -0.70049 0.23
H 3.66569 1.33613 1.52957 0.20
H 2.42859 1.00222 0.13093 0.16
H 0.54700 0.05048 0.69790 0.17
H 0.34529 1.88375 0.29327 0.21
H -0.88202 1.38027 3.05811 0.24
H -2.94009 0.65716 -2.41217 0.04
H -1.13795 -0.05771 -1.11349 0.02
H -3.60814 4.26648 -2.13394 0.26
H -5.34938 3.72131 -2.63429 0.31
H -3.86493 2.60807 -3.00297 0.25
H -2.93629 2.33437 2.27640 0.26
H -1.09964 4.12742 2.28904 0.22
H -0.55913 3.86102 0.50313 0.22
H -2.81847 4.79630 -0.17203 0.36
H -3.29068 4.99837 1.47785 0.39
C 2.50369 -6.29813 -2.37675 -0.62
C 2.16039 -6.31977 -0.89931 -0.22
N 2.13015 -4.97355 -0.31823 -0.28
C 1.06472 -4.40609 0.36452 -0.03
C 1.47458 -3.16912 0.78103 -0.04
N 2.77675 -3.01233 0.33971 -0.28
C 3.16116 -4.11507 -0.32144 0.24
C 3.62705 -1.84706 0.55068 -0.42
H 3.49014 -5.85615 -2.54718 0.21
H 2.51400 -7.31524 -2.78092 0.25
H 1.77199 -5.70869 -2.93792 0.23
H 2.89979 -6.90448 -0.34214 0.23
H 1.18142 -6.79057 -0.75475 0.23
H 0.14951 -4.96116 0.47539 0.26
H 1.00571 -2.37889 1.34131 0.26
H 4.13304 -4.27911 -0.77184 0.25
H 3.88424 -1.41743 -0.42113 0.23
H 4.53576 -2.16164 1.06963 0.24
H 3.10364 -1.09960 1.15343 0.25
```

Computed properties:
- frontier orbital gap (eV) = 7.99
- spin multiplicity = 1
- net charge = +1
- LUMO (eV) = -3.2
- E_HOMO (Eh) = -0.4101


Computed, not measured: 3 unconnected molecules or ions with the total composition C15H29O14PS, with wB97M-V/def2-TZVPD.

XYZ file:
```
60
Properties=species:S:1:pos:R:3:nbo_charge:R:1
C 4.78377 0.15347 -1.95861 -0.26
O 3.74114 -0.15714 -1.05593 -0.55
C 3.87700 -1.31792 -0.27492 -0.08
C 2.94857 -2.40035 -0.81277 -0.10
O 1.75491 -2.32446 -0.04751 -0.53
C 0.54097 -2.70842 -0.65508 -0.26
C 0.26338 -1.91694 -1.94380 -0.45
C -1.22745 -1.80376 -2.31348 -0.41
C -1.78988 -0.38243 -2.17657 -0.69
S -2.10312 0.15583 -0.52731 2.37
O -0.99270 -0.17876 0.31223 -0.94
O -2.55249 1.52730 -0.55708 -0.96
O -3.36014 -0.74423 -0.15337 -0.89
P 0.32357 -4.53001 -0.77507 2.30
O -0.21038 -5.09923 0.47317 -1.08
O -0.56168 -4.73365 -2.09480 -1.00
O 1.69980 -5.22217 -1.24331 -1.00
H 5.51098 0.81039 -1.46666 0.17
H 4.32811 0.67889 -2.79055 0.22
H 5.30485 -0.73667 -2.33158 0.16
H 3.56716 -1.08558 0.74885 0.20
H 4.91473 -1.67268 -0.22640 0.17
H 3.40452 -3.39486 -0.78316 0.17
H 2.75634 -2.14859 -1.86042 0.19
H -0.22860 -2.44208 0.07424 0.25
H 0.68410 -0.91756 -1.79236 0.24
H 0.80892 -2.35846 -2.78152 0.22
H -1.83678 -2.48941 -1.71625 0.23
H -1.38187 -2.10012 -3.35203 0.23
H -2.75644 -0.30816 -2.68024 0.25
H -1.12620 0.38637 -2.58086 0.27
H -4.04881 -0.14881 0.18672 0.53
H -0.30272 -5.52576 -2.58298 0.52
H 2.17282 -5.53394 -0.45912 0.52
C -2.13942 1.11284 3.06704 -0.64
C -3.44960 1.80813 3.36723 0.06
C -3.72234 2.17954 4.81044 -0.09
O -5.15198 2.15022 4.87029 -0.49
C -5.59137 1.28603 3.92251 0.97
O -6.70827 0.89656 3.82475 -0.57
O -4.57151 0.93304 3.10568 -0.51
H -2.32132 0.22463 2.46716 0.25
H -1.48106 1.76528 2.49672 0.22
H -1.60869 0.80894 3.97027 0.22
H -3.58204 2.68167 2.72343 0.18
H -3.36430 3.16548 5.09449 0.21
H -3.32855 1.42702 5.49835 0.18
C 2.03501 3.91482 0.81019 -0.63
C 1.49585 3.60252 -0.57169 0.06
C 0.27098 2.70930 -0.63503 -0.10
O 0.42454 2.07639 -1.90920 -0.51
C 1.74953 2.03911 -2.19333 0.99
O 2.22788 1.39122 -3.06634 -0.59
O 2.43810 2.81395 -1.33002 -0.49
H 3.10835 3.73459 0.83464 0.24
H 1.85890 4.95703 1.07087 0.22
H 1.56767 3.29240 1.57390 0.21
H 1.31940 4.51847 -1.14184 0.18
H -0.67549 3.24227 -0.60176 0.22
H 0.29334 1.93842 0.13979 0.20
```

Computed properties:
- frontier orbital gap (eV) = 9.81
- spin multiplicity = 1
- net charge = 0
- LUMO (eV) = 0.4
- E_HOMO (Eh) = -0.3458


Computed, not measured: a molecular structure, C15H30CrF9N2O13S3, with wB97M-V/def2-TZVPD.

XYZ file:
```
73
Properties=species:S:1:pos:R:3:lowdin_spin:R:1
Cr -0.28238 -0.30567 -0.17668 2.93
C -0.09423 -0.80212 4.56186 0.00
F 0.97511 -1.52896 4.17011 0.00
F -0.76026 -1.34728 5.62128 0.00
F 0.35745 0.38586 4.92499 0.00
S -1.37910 -0.71205 3.09569 0.00
O -2.14273 0.50437 3.34063 0.00
O -0.64340 -0.60158 1.81533 0.03
O -2.10592 -2.00980 3.24945 0.00
C -3.26907 1.98588 -3.16145 0.00
F -4.03820 2.03107 -4.20539 0.00
F -2.44411 3.02434 -3.18938 0.00
F -4.08199 2.08577 -2.11312 0.00
S -2.25217 0.35080 -3.06357 0.00
O -1.26245 0.45086 -4.15964 0.00
O -1.56778 0.32167 -1.73190 0.02
O -3.16418 -0.78168 -3.30772 0.01
C -2.75615 -4.23118 0.45816 -0.01
F -3.91887 -4.22641 1.19766 0.00
F -1.72541 -4.26474 1.29338 0.00
F -2.66326 -5.33913 -0.27497 0.00
S -2.84121 -2.57627 -0.58112 -0.04
O -1.56062 -1.88667 -0.45137 0.11
O -3.25059 -2.89775 -2.00852 0.57
O -3.89718 -1.79511 0.03907 0.39
C 3.97601 2.48376 -0.89014 0.00
O 2.71667 1.84162 -1.16483 0.00
C 2.76066 1.32111 -2.45859 0.00
C 1.37152 0.73914 -2.80501 0.00
N 0.92886 -0.42081 -1.93274 -0.03
C 2.14178 -1.27218 -1.68476 0.00
C 1.76063 -2.51091 -0.88503 0.00
O 0.85115 -2.15200 0.11706 0.02
C 0.84739 -3.15298 1.12829 0.00
H 4.77238 1.74059 -0.85026 0.00
H 4.05210 2.96183 0.08646 0.00
H 4.15353 3.28702 -1.60522 0.00
H 3.58032 0.61132 -2.57023 0.00
H 3.10767 2.14370 -3.08390 0.00
H 1.38447 0.41947 -3.84700 0.00
H 0.54288 1.44715 -2.81829 0.00
H 0.54792 -0.95807 -2.69847 0.00
H 2.82076 -0.74208 -1.01686 0.00
H 2.55733 -1.58221 -2.64355 0.00
H 2.66105 -2.94658 -0.45195 0.00
H 1.34040 -3.28297 -1.52957 0.00
H 1.79527 -3.25622 1.65643 0.00
H 0.57189 -4.11338 0.69262 0.00
H 0.10833 -2.92080 1.89508 0.00
C 3.28933 -0.66283 1.77763 0.00
O 2.04587 -0.04398 1.32212 0.01
C 1.95667 1.23961 2.00633 0.00
C 0.68359 2.00237 1.59442 0.00
N 0.37558 1.66762 0.19038 -0.04
C -0.64382 2.58137 -0.42912 0.00
C -1.96354 2.59056 0.27324 0.00
O -2.25324 1.22896 0.65060 0.02
C -3.64660 1.09529 0.92271 0.01
H 3.42629 -0.45558 2.83895 0.00
H 4.11260 -0.18911 1.24291 0.00
H 3.30122 -1.73501 1.58169 0.00
H 2.86043 1.76934 1.70516 0.00
H 1.98011 1.24120 3.09608 0.00
H 0.71408 3.08540 1.71354 0.00
H -0.15035 1.61116 2.17717 0.00
H 1.23988 2.06518 -0.14878 0.00
H -0.83928 2.34206 -1.47441 0.00
H -0.28220 3.60150 -0.55821 0.00
H -2.55800 2.96197 -0.56149 0.00
H -1.98818 3.28526 1.11281 0.00
H -4.22454 1.06116 -0.00082 0.00
H -4.15214 1.91003 1.44109 0.00
H -3.86598 0.22671 1.54365 0.00
```

Computed properties:
- frontier orbital gap (spin up / spin down) (eV) = 7.56 / 4.84
- <S²> = 6.05
- spin multiplicity = 5
- net charge = +1
- LUMO (spin up / spin down) (eV) = -5.3 / -8.0
- E_HOMO (spin up / spin down) (Eh) = -0.4725 / -0.4721


Computed, not measured: a molecular structure, C15H30CuO15, with wB97M-V/def2-TZVPD.

XYZ file:
```
61
Properties=species:S:1:pos:R:3:nbo_charge:R:1
Cu 1.10024 -0.45684 0.02266 0.95
C -2.96590 -1.41660 -1.80695 -0.27
O -2.57600 -2.78341 -1.49002 -0.48
C -1.38415 -2.96222 -0.84917 1.02
O -0.61997 -2.05187 -0.41984 -0.73
O -1.18576 -4.26854 -0.67818 -0.48
C -0.09746 -4.73258 0.12515 -0.25
H -3.73824 -1.47622 -2.57378 0.21
H -2.13119 -0.86020 -2.23330 0.20
H -3.55910 -0.91649 -1.04138 0.20
H -0.03035 -5.80646 -0.04916 0.22
H -0.20213 -4.46475 1.17653 0.19
H 0.83219 -4.25679 -0.18709 0.19
C 3.79675 2.18443 -0.91715 -0.26
O 3.10471 3.14427 -0.16829 -0.46
C 2.05383 2.73748 0.50727 1.03
O 1.72262 1.58779 0.74154 -0.73
O 1.42658 3.86158 1.05388 -0.49
C 0.22665 3.70106 1.78576 -0.26
H 3.26040 2.01080 -1.85004 0.19
H 3.82873 1.26521 -0.33225 0.20
H 4.73403 2.70239 -1.12045 0.22
H 0.27726 2.85032 2.46530 0.19
H -0.46937 3.40070 1.00254 0.18
H -0.18528 4.56658 2.30469 0.22
C 0.85623 -0.97107 -4.32931 -0.25
O 0.58679 0.42308 -4.37493 -0.51
C 0.32117 1.14081 -3.32356 1.02
O 0.32354 0.63060 -2.21072 -0.70
O 0.04826 2.44516 -3.68045 -0.51
C 0.05013 2.87390 -5.02325 -0.25
H 1.85870 -1.13675 -3.93471 0.19
H 0.82152 -1.33529 -5.35607 0.22
H 0.16967 -1.52685 -3.69068 0.20
H 0.96595 2.52347 -5.49925 0.20
H -0.03497 3.94017 -4.81370 0.22
H -0.81741 2.45131 -5.53009 0.19
C -2.68738 1.94488 -0.79511 -0.25
O -3.13417 1.71153 0.53116 -0.51
C -2.43007 0.94718 1.42749 1.01
O -1.32227 0.48909 1.25292 -0.65
O -3.23042 0.74504 2.51378 -0.51
C -3.07614 -0.36479 3.37085 -0.26
H -1.95184 2.74914 -0.81098 0.19
H -3.53865 2.24631 -1.40551 0.20
H -2.27807 1.02635 -1.21566 0.19
H -2.00974 -0.57938 3.44046 0.19
H -3.63079 -1.27809 3.15557 0.19
H -3.49483 -0.09089 4.33924 0.21
C 2.65216 -3.68192 2.89309 -0.26
O 2.26419 -2.66843 3.74500 -0.48
C 1.55292 -1.59960 3.28262 1.03
O 1.30580 -1.32892 2.10022 -0.73
O 1.26685 -0.76732 4.33092 -0.49
C 0.80458 0.57819 4.07410 -0.26
H 3.41399 -4.35096 3.29323 0.22
H 3.18381 -3.25528 2.04255 0.18
H 1.83685 -4.31005 2.53416 0.18
H 1.36222 1.05539 3.26824 0.20
H 1.05183 1.15696 4.96405 0.21
H -0.27968 0.60747 3.96627 0.19
```

Computed properties:
- frontier orbital gap (eV) = 9.70
- spin multiplicity = 1
- relative energy (zero: lowest compared OMol25 entry of this formula, charge and spin) (eV) = 0.000
- net charge = +1
- LUMO (eV) = -2.5
- E_HOMO (Eh) = -0.4487


no.,maximum force (Eh/bohr),calculated total energy (Ha)
1,0.190,-2266.627357
2,0.015,-2381.958162
3,0.082,-4814.584497
4,0.086,-3358.386497